Run i
ORCA calculation (the ωB97M-V functional and the def2-TZVPD basis) on a cluster of 3 separate species, C6H14O2 in total.

```
22
Properties=species:S:1:pos:R:3:lowdin_charge:R:1
C 1.21 -3.53 -1.89 -0.0780
C 1.65 -2.10 -1.48 -0.2304
C -0.63 1.41 1.17 -0.0852
C 0.17 0.19 1.12 0.0198
C 0.56 -0.39 -0.07 -0.0715
C 1.24 -1.59 -0.16 0.0093
H 1.93 -3.94 -2.59 0.0739
H 1.33 -4.13 -0.98 0.0764
H 0.20 -3.67 -2.27 0.0767
H 2.74 -2.20 -1.40 0.1277
H 1.46 -1.38 -2.28 0.1167
H -0.30 2.18 1.87 0.0993
H -0.53 1.83 0.17 0.0655
H 0.35 -0.41 2.02 0.1295
H 0.33 0.11 -1.01 0.1333
H 1.79 -1.91 0.72 0.1340
H -1.72 1.22 1.22 0.1260
H -2.52 3.74 -0.74 -0.0820
O -2.19 3.10 -0.09 -0.4418
H -2.63 4.28 2.82 -0.0105
H -2.30 3.62 1.41 -0.0206
O -2.13 3.57 2.43 -0.1681
```

The value obtained for the frontier orbital gap is 4.0 eV. For the highest occupied orbital energy, the calculation gives -6.9 eV.

***

Run ii
ORCA calculation (the ωB97M-V functional and the def2-TZVPD basis) on a cluster of 3 separate species, C6H14O2 in total.

```
22
Properties=species:S:1:pos:R:3:lowdin_charge:R:1
C 1.56 0.55 1.65 -0.1206
C 1.29 -0.34 0.48 -0.1671
C 0.29 -1.21 0.36 -0.1375
C -0.07 -2.01 -0.82 -0.1306
C -1.12 -2.82 -0.84 -0.1632
C -1.63 -3.42 -2.11 -0.1205
H 0.73 0.83 2.30 0.0699
H 2.23 1.33 1.31 0.0631
H 2.02 0.13 2.55 0.0741
H 2.07 -0.23 -0.28 0.1004
H -0.37 -1.36 1.20 0.1085
H 0.57 -1.79 -1.66 0.1097
H -1.81 -2.89 0.00 0.1040
H -2.52 -2.91 -2.49 0.0737
H -0.90 -3.57 -2.90 0.0678
H -1.99 -4.46 -1.97 0.0689
H -2.62 3.10 3.20 0.0291
H -3.47 4.30 3.50 0.0323
O -2.57 4.06 3.24 -0.0618
H 3.47 4.04 -1.89 0.0280
H 1.98 4.34 -2.22 0.0306
O 2.87 4.34 -2.59 -0.0589
```

The value obtained for the frontier orbital gap is 9.0 eV. As for the SMILES: C/C=C/C=C/C.O.O. For the highest occupied orbital energy, the calculation gives -8.3 eV.

***

Run iii
ORCA calculation (the ωB97M-V functional and the def2-TZVPD basis) on a cluster of 2 separate species, C6H14O2 in total.

```
22
Properties=species:S:1:pos:R:3:lowdin_charge:R:1
C 1.99 1.53 -1.77 -0.2970
O 3.15 1.21 -2.49 -0.0692
C 1.85 0.76 -0.47 -0.1952
C 0.93 1.39 0.62 -0.2055
C -0.50 0.96 0.46 -0.1242
C -1.38 1.27 1.42 -0.1750
C -2.87 1.04 1.29 -0.1163
H 1.17 1.30 -2.46 0.1222
H 1.98 2.62 -1.59 0.1182
H 3.97 1.14 -2.00 0.0799
H 2.85 0.77 -0.01 0.1120
H 1.46 -0.24 -0.68 0.1101
H 1.07 2.47 0.53 0.1103
H 1.30 1.07 1.60 0.1100
H -0.82 0.17 -0.21 0.1091
H -1.13 1.86 2.30 0.1062
H -3.18 0.39 0.49 0.0649
H -3.34 0.57 2.16 0.0638
H -3.32 2.04 1.22 0.0757
H -2.15 -5.92 1.27 0.0333
H -3.37 -6.10 0.44 0.0230
O -2.73 -6.61 0.93 -0.0563
```

The value obtained for the frontier orbital gap is 10.0 eV. As for the SMILES: C/C=C/CCCO.O. For the highest occupied orbital energy, the calculation gives -9.2 eV.

***

Run iv
ORCA calculation (the ωB97M-V functional and the def2-TZVPD basis) on an isolated molecule of C6H14O2.

```
22
Properties=species:S:1:pos:R:3:lowdin_charge:R:1
C -1.35 0.11 1.26 -0.1699
C -2.39 0.96 0.57 -0.1351
O -0.47 -0.56 -0.85 -0.1874
O -0.66 -2.04 -1.08 -0.0178
H -0.65 -2.02 -2.05 0.0928
H -1.32 0.35 2.32 0.0712
H -1.60 -0.95 1.26 0.0916
H -2.03 1.98 0.39 0.0684
H -2.69 0.52 -0.38 0.0655
H -3.31 1.00 1.17 0.0692
C 1.45 0.81 -1.34 -0.0340
C 1.78 -1.27 0.03 -0.0332
C 0.85 -0.10 -0.27 -0.5596
C 0.37 0.65 0.92 -0.0401
H 1.62 0.25 -2.26 0.0864
H 2.40 1.24 -0.99 0.0904
H 0.78 1.64 -1.57 0.0858
H 2.75 -0.92 0.37 0.0912
H 1.35 -1.93 0.79 0.0905
H 1.95 -1.87 -0.88 0.0834
H 0.25 1.72 0.77 0.0938
H 0.92 0.43 1.83 0.0971
```

The value obtained for the frontier orbital gap is 10.5 eV. As for the SMILES: CCCC(C)(C)OO. For the highest occupied orbital energy, the calculation gives -9.6 eV.

***

Verdict on stability: run i comes out at the bottom.

***

Run i
ORCA calculation (the ωB97M-V functional and the def2-TZVPD basis) on a cluster of 5 separate species, H10O5 in total.

```
15
Properties=species:S:1:pos:R:3:lowdin_charge:R:1
O -1.14 0.71 0.10 -0.0539
H -0.64 1.06 0.84 0.0277
H -0.55 0.78 -0.64 0.0263
O 3.73 1.07 2.55 -0.0542
H 3.40 0.42 1.92 0.0256
H 4.01 0.55 3.30 0.0286
O 1.11 1.17 -4.66 -0.0540
H 0.89 0.27 -4.43 0.0167
H 2.05 1.13 -4.87 0.0287
O -4.47 0.22 4.76 -0.0538
H -3.89 -0.34 4.24 0.0268
H -3.87 0.75 5.29 0.0270
O -0.07 -2.40 -3.11 -0.0517
H -0.76 -2.13 -2.51 0.0291
H 0.21 -3.25 -2.78 0.0310
```

The value obtained for the frontier orbital gap is 11.8 eV. As for the SMILES: O.O.O.O.O. For the highest occupied orbital energy, the calculation gives -11.5 eV.

***

Run ii
ORCA calculation (the ωB97M-V functional and the def2-TZVPD basis) on a cluster of 5 separate species, H10O5 in total.

```
15
Properties=species:S:1:pos:R:3:lowdin_charge:R:1
O 0.48 -2.89 -0.91 -0.0729
H -0.05 -2.01 -0.73 0.0722
H 0.55 -3.31 -0.11 -0.0587
O -2.86 1.46 -0.71 -0.0004
H -2.85 2.37 -0.68 -0.0016
H -3.42 1.42 -1.49 0.0627
O -0.21 0.08 -0.72 -0.0838
H 0.35 0.81 -0.40 0.0022
H -1.09 0.48 -0.86 0.0140
O 0.87 -1.07 2.44 -0.1483
H 0.67 -2.09 2.17 0.1114
H 1.02 -0.46 1.66 0.0108
O 1.98 1.46 0.27 -0.0277
H 2.81 1.31 -0.02 -0.0110
H 1.73 2.45 0.10 0.1312
```

The value obtained for the frontier orbital gap is 10.9 eV. As for the SMILES: O.O.O.O.O. For the highest occupied orbital energy, the calculation gives -10.7 eV.

***

Verdict on stability: run ii comes out at the bottom.

***

Run i
ORCA calculation (the ωB97M-V functional and the def2-TZVPD basis) on a cluster of 5 separate species, H10O5 in total.

```
15
Properties=species:S:1:pos:R:3:lowdin_charge:R:1
O -0.32 1.34 1.77 -0.0286
H 0.49 0.84 1.93 0.0600
H -0.59 1.59 2.64 0.0688
O 0.59 1.26 -0.69 -0.0455
H 0.11 1.34 0.14 -0.0116
H -0.08 1.13 -1.36 0.0321
O -0.39 -1.67 1.63 -0.0703
H -0.86 -0.85 1.86 0.0146
H 0.51 -1.50 2.00 0.0539
O 1.96 -1.03 -0.44 -0.0800
H 1.15 -1.49 -0.28 -0.0183
H 1.65 -0.16 -0.76 -0.0047
O -1.23 -0.17 -3.13 -0.0286
H -1.15 -0.99 -2.61 0.0554
H -1.86 0.36 -2.70 0.0028
```

The value obtained for the frontier orbital gap is 10.6 eV. As for the SMILES: O.O.O.O.O. For the highest occupied orbital energy, the calculation gives -10.6 eV.

***

Run ii
ORCA calculation (the ωB97M-V functional and the def2-TZVPD basis) on a cluster of 5 separate species, H10O5 in total.

```
15
Properties=species:S:1:pos:R:3:lowdin_charge:R:1
O -1.37 -0.25 -0.76 -0.0170
H -1.07 -0.06 -1.65 0.0875
H -2.18 -0.69 -0.90 0.0624
O -3.21 1.63 -0.69 -0.0319
H -3.65 0.90 -0.29 0.0156
H -2.36 1.25 -0.83 -0.0400
O 3.19 -0.59 -0.35 -0.0535
H 3.84 -0.68 0.30 -0.0006
H 2.49 -0.14 0.17 -0.0089
O 0.78 0.93 0.44 -0.0388
H 0.77 1.63 1.09 0.0691
H 0.04 0.76 -0.14 0.0091
O 0.89 -1.88 1.01 -0.0833
H 0.57 -1.03 0.67 -0.0277
H 1.27 -1.77 1.91 0.0582
```

The value obtained for the frontier orbital gap is 10.5 eV. As for the SMILES: O.O.O.O.O. For the highest occupied orbital energy, the calculation gives -10.4 eV.

***

Verdict on stability: run ii comes out at the bottom.

***

Run i
ORCA calculation (the ωB97M-V functional and the def2-TZVPD basis) on a cluster of 5 separate species, H10O5 in total.

```
15
Properties=species:S:1:pos:R:3:lowdin_charge:R:1
O 1.79 -0.94 2.61 -0.0604
H 2.16 -0.06 2.47 0.0395
H 1.55 -0.97 3.54 0.0358
O -0.32 0.63 0.61 -0.0545
H -1.13 0.35 0.17 0.0119
H -0.50 0.56 1.55 0.0414
O 2.19 -0.29 -0.81 -0.0690
H 2.31 -1.18 -0.46 0.0432
H 1.43 0.06 -0.31 -0.0001
O 0.16 0.58 -2.73 -0.0704
H 1.02 0.18 -2.51 0.0108
H -0.46 -0.16 -2.67 0.0242
O -3.21 0.72 -0.32 -0.0490
H -3.34 -0.16 0.06 0.0458
H -3.63 0.67 -1.19 0.0508
```

The value obtained for the frontier orbital gap is 11.1 eV. As for the SMILES: O.O.O.O.O. For the highest occupied orbital energy, the calculation gives -10.7 eV.

***

Run ii
ORCA calculation (the ωB97M-V functional and the def2-TZVPD basis) on a cluster of 5 separate species, H10O5 in total.

```
15
Properties=species:S:1:pos:R:3:lowdin_charge:R:1
O -0.84 -1.24 2.57 -0.0602
H 0.10 -1.47 2.41 0.0487
H -0.97 -0.69 1.79 0.0030
O 0.83 1.18 1.54 -0.0378
H 0.45 0.72 2.31 0.0631
H 0.21 1.11 0.81 0.0134
O 2.01 0.13 -0.38 -0.0644
H 2.94 0.02 -0.56 0.0538
H 1.92 0.58 0.49 0.0059
O -1.74 -0.10 -3.19 -0.0510
H -2.58 -0.11 -2.73 0.0431
H -1.16 0.43 -2.63 0.0163
O -0.68 0.03 -0.53 -0.0831
H -0.80 -0.54 -1.30 0.0352
H 0.31 -0.05 -0.59 0.0140
```

The value obtained for the frontier orbital gap is 12.3 eV. As for the SMILES: O.O.O.O.O. For the highest occupied orbital energy, the calculation gives -11.8 eV.

***

Run iii
ORCA calculation (the ωB97M-V functional and the def2-TZVPD basis) on a cluster of 5 separate species, H10O5 in total.

```
15
Properties=species:S:1:pos:R:3:lowdin_charge:R:1
H 0.37 -1.43 -0.09 0.0504
H -0.36 -0.30 -0.79 0.0114
H 4.37 -0.52 -0.53 0.0281
H 5.26 -0.57 0.70 0.0327
H -2.37 0.46 -1.42 0.0319
H -2.63 1.22 -0.13 0.0364
H -0.40 2.38 -0.02 0.0165
H 0.04 1.73 1.29 0.0273
H -2.15 -1.15 1.08 0.0133
H -2.06 -2.27 0.06 0.0190
O -0.15 -1.24 -0.88 -0.0471
O 5.12 -0.08 -0.11 -0.0608
O -2.44 1.35 -1.07 -0.0435
O -0.32 2.54 0.93 -0.0546
O -2.29 -2.10 0.98 -0.0609
```

The value obtained for the frontier orbital gap is 11.5 eV. As for the SMILES: O.O.O.O.O. For the highest occupied orbital energy, the calculation gives -11.8 eV.

***

Run iv
ORCA calculation (the ωB97M-V functional and the def2-TZVPD basis) on a cluster of 5 separate species, H10O5 in total.

```
15
Properties=species:S:1:pos:R:3:lowdin_charge:R:1
H -0.08 -0.37 0.25 0.0428
H 1.37 -0.67 0.59 0.0258
H -2.47 2.63 2.17 0.0230
H -3.64 2.15 1.32 0.0313
H 1.05 -2.62 -4.31 0.0328
H 1.88 -1.50 -3.72 0.0329
H 0.14 3.02 0.89 0.0357
H 0.04 1.84 -0.06 -0.0061
H 0.50 -2.45 0.62 0.0700
H 1.42 -2.93 1.73 0.0717
O 0.60 -0.18 0.91 -0.0908
O -3.35 2.88 1.88 -0.0639
O 1.64 -2.42 -3.57 -0.0648
O -0.26 2.75 0.06 -0.0659
O 1.17 -2.14 1.24 -0.0748
```

The value obtained for the frontier orbital gap is 10.8 eV. As for the SMILES: O.O.O.O.O. For the highest occupied orbital energy, the calculation gives -10.5 eV.

***

Verdict on stability: run iv comes out at the bottom.